{
  "formula": "C147H128O25",
  "method": "ωB97M-V/def2-TZVPD",
  "species": ["C", "C", "C", "C", "C", "C", "C", "O", "C", "C", "C", "C", "C", "C", "C", "O", "H", "H", "H", "H", "H", "H", "H", "H", "C", "C", "C", "C", "C", "C", "C", "O", "C", "C", "C", "C", "C", "C", "C", "O", "H", "H", "H", "H", "H", "H", "H", "H", "C", "C", "C", "C", "C", "C", "C", "O", "C", "C", "C", "C", "C", "C", "C", "O", "H", "H", "H", "H", "H", "H", "H", "H", "C", "C", "C", "C", "C", "C", "C", "O", "C", "C", "C", "C", "C", "C", "C", "O", "H", "H", "H", "H", "H", "H", "H", "H", "C", "C", "C", "C", "C", "C", "C", "O", "C", "C", "C", "C", "C", "C", "C", "O", "H", "H", "H", "H", "H", "H", "H", "H", "C", "C", "C", "C", "C", "C", "C", "O", "C", "C", "C", "C", "C", "C", "C", "O", "H", "H", "H", "H", "H", "H", "H", "H", "C", "C", "C", "C", "C", "C", "C", "O", "C", "C", "C", "C", "C", "C", "C", "O", "H", "H", "H", "H", "H", "H", "H", "H", "C", "C", "C", "C", "C", "C", "C", "O", "C", "C", "C", "C", "C", "C", "C", "O", "H", "H", "H", "H", "H", "H", "H", "H", "C", "C", "C", "C", "C", "C", "C", "O", "C", "C", "C", "C", "C", "C", "C", "O", "H", "H", "H", "H", "H", "H", "H", "H", "C", "C", "C", "O", "H", "H", "H", "H", "H", "H", "H", "H", "C", "C", "C", "O", "H", "H", "H", "H", "H", "H", "H", "H", "C", "C", "C", "O", "H", "H", "H", "H", "H", "H", "H", "H", "C", "C", "C", "O", "H", "H", "H", "H", "H", "H", "H", "H", "C", "C", "C", "O", "H", "H", "H", "H", "H", "H", "H", "H", "C", "C", "C", "O", "H", "H", "H", "H", "H", "H", "H", "H", "C", "C", "C", "O", "H", "H", "H", "H", "H", "H", "H", "H"],
  "xyz": [[6.784634, -1.347646, 0.002538], [7.848501, -0.506606, -0.377272], [8.029812, -0.209518, -1.721842], [7.256984, -0.860901, -2.633625], [6.216763, -1.674240, -2.274716], [5.884766, -1.808518, -0.944406], [5.370330, -2.394067, -3.267347], [4.436515, -3.033634, -2.879394], [5.575734, -2.126883, -4.678579], [4.648714, -2.694733, -5.546278], [4.795076, -2.447589, -6.884762], [5.767763, -1.593756, -7.386219], [6.595586, -0.945282, -6.478419], [6.560520, -1.282425, -5.132769], [7.434603, -0.648991, -4.118598], [8.287251, 0.170024, -4.554899], [6.583481, -1.505089, 1.064864], [8.536102, -0.153419, 0.346495], [8.763329, 0.495862, -2.025198], [5.018837, -2.403175, -0.692594], [3.976589, -3.351772, -5.050170], [4.227821, -2.983888, -7.634178], [5.777445, -1.288856, -8.471971], [7.473450, -0.407973, -6.865391], [-0.071672, -1.776016, 4.720141], [-0.769886, -0.669249, 5.246622], [-0.660373, -0.264872, 6.576529], [0.268514, -0.982215, 7.343759], [0.960630, -2.101506, 6.804506], [0.807988, -2.476843, 5.528045], [1.872511, -2.859356, 7.728159], [2.268155, -3.967989, 7.377651], [2.207982, -2.368080, 9.048391], [3.214948, -2.993215, 9.854907], [3.626812, -2.368582, 11.058686], [3.055606, -1.187981, 11.440971], [2.083174, -0.566643, 10.674104], [1.652751, -1.187061, 9.524320], [0.614740, -0.498125, 8.668401], [0.023292, 0.461234, 9.128511], [-0.180799, -2.054942, 3.674856], [-1.458160, -0.181258, 4.599718], [-1.152801, 0.532178, 7.155935], [1.394169, -3.333060, 5.207187], [3.669346, -3.894931, 9.575998], [4.403618, -2.805137, 11.648001], [3.260083, -0.630382, 12.382898], [1.714493, 0.394540, 10.983603], [10.041015, -2.964097, 8.391173], [9.067308, -2.480406, 9.305948], [7.800997, -2.301710, 8.802740], [7.597411, -2.544174, 7.438144], [8.583641, -2.942603, 6.620162], [9.841689, -3.177656, 7.062951], [8.342594, -3.192124, 5.133200], [9.313991, -3.489553, 4.466808], [6.984183, -3.077168, 4.620682], [6.742040, -3.533814, 3.332310], [5.453119, -3.523083, 2.885217], [4.386346, -3.105818, 3.734589], [4.645248, -2.791178, 5.042274], [5.953728, -2.756771, 5.453973], [6.210204, -2.319256, 6.856392], [5.302969, -1.696748, 7.492787], [11.051032, -3.083664, 8.756608], [9.373797, -2.246434, 10.348913], [6.946777, -1.931248, 9.335401], [10.657641, -3.560269, 6.451155], [7.543870, -3.833037, 2.671549], [5.216647, -3.720861, 1.852158], [3.355567, -3.031476, 3.293425], [3.872377, -2.487734, 5.777376], [3.542644, 0.756179, -0.235740], [3.295569, -0.004140, 0.905224], [1.953123, -0.211890, 1.264391], [0.883911, 0.223345, 0.421053], [1.163018, 0.920561, -0.762945], [2.472902, 1.256736, -1.047593], [0.043131, 1.206646, -1.761410], [0.225317, 1.932904, -2.708476], [-1.319357, 0.725333, -1.429460], [-2.417069, 0.937461, -2.327978], [-3.684934, 0.713392, -1.897275], [-3.977276, 0.249400, -0.590811], [-2.926320, 0.028767, 0.283398], [-1.614729, 0.278964, -0.092061], [-0.521345, -0.143068, 0.788646], [-0.785083, -0.767205, 1.798555], [4.571820, 0.846616, -0.645808], [4.080868, -0.407396, 1.486501], [1.663583, -0.747706, 2.202744], [2.679423, 1.900480, -1.854658], [-2.284660, 1.415614, -3.298635], [-4.401684, 0.748992, -2.682878], [-4.985347, -0.024308, -0.333906], [-3.139114, -0.476804, 1.222342], [-9.353658, -1.729335, -5.265030], [-8.115739, -1.291151, -4.837069], [-7.926441, -1.148098, -3.491259], [-8.889385, -1.429384, -2.539393], [-10.120249, -1.775920, -2.933492], [-10.366087, -1.956631, -4.329140], [-11.157434, -2.305788, -1.954025], [-12.207931, -2.789066, -2.315105], [-10.843449, -2.216544, -0.446440], [-11.771585, -2.730582, 0.483185], [-11.409883, -2.795726, 1.793507], [-10.133576, -2.319670, 2.288173], [-9.214572, -1.852372, 1.373395], [-9.578077, -1.747689, 0.025145], [-8.590022, -1.278628, -1.029189], [-7.483786, -0.784190, -0.720322], [-9.671947, -1.805399, -6.308140], [-7.276633, -0.955594, -5.466023], [-7.011741, -0.766291, -3.067738], [-11.328420, -2.241637, -4.670554], [-12.665633, -3.185238, 0.092104], [-12.096474, -3.264467, 2.509173], [-9.958124, -2.440093, 3.343140], [-8.250854, -1.658856, 1.795137], [-7.130569, 3.810389, -3.301468], [-6.224135, 4.804971, -2.848889], [-4.866359, 4.744833, -3.264184], [-4.550263, 3.751504, -4.203445], [-5.454102, 2.776666, -4.616006], [-6.754587, 2.766326, -4.088192], [-5.009422, 1.637068, -5.569203], [-5.627155, 0.618187, -5.634861], [-3.761601, 1.875621, -6.322767], [-3.494271, 1.101937, -7.408999], [-2.457800, 1.448256, -8.288295], [-1.642972, 2.544195, -8.061645], [-1.814469, 3.282151, -6.874186], [-2.875577, 2.924685, -6.022847], [-3.132582, 3.724702, -4.733818], [-2.276142, 4.434508, -4.178358], [-8.147168, 3.956550, -3.011148], [-6.614037, 5.585040, -2.197980], [-4.136234, 5.436144, -2.865701], [-7.318049, 1.911148, -4.407690], [-4.012902, 0.171653, -7.531347], [-2.229846, 0.816440, -9.139130], [-0.928148, 2.783580, -8.869175], [-1.211288, 4.121430, -6.612603], [0.618613, 2.353799, 4.277680], [-0.710780, 2.445684, 3.984041], [-1.120405, 2.965669, 2.746123], [-0.233833, 3.512827, 1.894205], [1.104080, 3.572266, 2.182979], [1.549973, 2.877271, 3.306858], [2.155639, 4.231267, 1.339244], [3.305459, 4.320285, 1.784398], [1.754929, 4.791710, 0.021997], [2.662720, 5.307446, -0.868011], [2.298385, 5.625333, -2.146157], [0.955973, 5.447312, -2.553611], [0.026391, 4.990182, -1.606884], [0.394176, 4.736178, -0.295724], [-0.638087, 4.077078, 0.604506], [-1.810489, 4.010441, 0.313747], [0.960009, 2.004896, 5.270229], [-1.441098, 2.090229, 4.698969], [-2.159583, 2.887612, 2.414701], [2.587317, 2.674773, 3.444232], [3.662457, 5.375332, -0.534427], [2.975204, 6.108957, -2.841070], [0.608380, 5.535497, -3.571367], [-1.009486, 4.857795, -1.908256], [4.422649, 1.531192, -4.013006], [3.047416, 1.475408, -4.279100], [2.325390, 2.484483, -4.891943], [3.012376, 3.601697, -5.314688], [4.346837, 3.772196, -4.940247], [5.038646, 2.729046, -4.323113], [5.009475, 5.068409, -5.156579], [6.144901, 5.277735, -4.782307], [4.187933, 6.280463, -5.605856], [4.801378, 7.540947, -5.670792], [4.144547, 8.560702, -6.319112], [2.755730, 8.462120, -6.381942], [2.087056, 7.274988, -6.166687], [2.806969, 6.138180, -5.843220], [2.209159, 4.750918, -5.904024], [1.236302, 4.556317, -6.586558], [4.947096, 0.657882, -3.653270], [2.454069, 0.620327, -3.912083], [1.283374, 2.391272, -5.166521], [6.092765, 2.979300, -4.164165], [5.884731, 7.700573, -5.555227], [4.621553, 9.442405, -6.545183], [2.178263, 9.359773, -6.731742], [1.013797, 7.151255, -6.385365], [-2.722080, -4.586916, 4.823873], [-1.840118, -5.525558, 5.347061], [-0.669823, -5.814671, 4.715881], [-0.390249, -5.187875, 3.468040], [-1.338739, -4.420791, 2.836909], [-2.533717, -4.116597, 3.531144], [-1.099403, -3.853661, 1.447723], [-2.012844, -3.401280, 0.816157], [0.284686, -3.948014, 0.884151], [0.566764, -3.183136, -0.268549], [1.816324, -3.329948, -0.863298], [2.757846, -4.262173, -0.365619], [2.494886, -4.881216, 0.876932], [1.240587, -4.771931, 1.452806], [0.932880, -5.491812, 2.806378], [1.791553, -6.234288, 3.307537], [-3.645356, -4.469642, 5.380303], [-2.002395, -6.013457, 6.295325], [0.156450, -6.380248, 5.208259], [-3.224510, -3.453123, 3.002506], [-0.216179, -2.517507, -0.673563], [1.956261, -2.602590, -1.683471], [3.783852, -4.292831, -0.687994], [3.181683, -5.554255, 1.396262], [7.491720, 5.635991, -0.571659], [7.460387, 4.191745, -0.055442], [6.042859, 3.584355, -0.062787], [8.250397, 3.340906, -0.813998], [6.865465, 6.266540, 0.101853], [7.199308, 5.719659, -1.636094], [8.479389, 6.061589, -0.509330], [7.851651, 4.215882, 0.981352], [5.328267, 4.123588, 0.550495], [6.108708, 2.595899, 0.445064], [5.622913, 3.442290, -1.080838], [9.220196, 3.411120, -0.731141], [-9.508801, -5.327166, -1.859338], [-8.230349, -4.647236, -1.360252], [-7.948072, -4.873431, 0.163641], [-7.120202, -5.222702, -2.112774], [-9.575996, -5.016440, -2.893026], [-10.395043, -4.921403, -1.387510], [-9.375194, -6.413763, -1.725429], [-8.260095, -3.555573, -1.514490], [-8.536525, -4.289340, 0.849783], [-6.882577, -4.603152, 0.317453], [-8.030636, -5.932212, 0.509082], [-6.316910, -4.694163, -1.776821], [5.894953, 1.061666, 5.440844], [5.131300, 1.033921, 4.061488], [5.482597, 2.191480, 3.105855], [5.410664, -0.224874, 3.381093], [5.414580, 0.426530, 6.177023], [5.826981, 2.070769, 5.888227], [6.911251, 0.683697, 5.313677], [4.079457, 1.048056, 4.329554], [5.236250, 3.195285, 3.486416], [4.875731, 2.069758, 2.183949], [6.547501, 2.186939, 2.851951], [5.437982, -0.947241, 4.058788], [1.057767, -2.121191, -6.414401], [-0.148238, -1.187136, -6.432354], [-0.279124, -0.399711, -5.184201], [-0.183480, -0.359994, -7.615745], [1.010124, -2.714700, -5.488737], [2.043424, -1.625199, -6.624650], [0.849178, -2.803304, -7.231230], [-1.042408, -1.847570, -6.576480], [-0.923101, -0.827308, -4.469489], [-0.793330, 0.598780, -5.332085], [0.719374, -0.301798, -4.707050], [-0.299716, 0.552357, -7.375557], [-5.897972, -1.115322, 3.949702], [-5.358707, 0.151847, 3.270231], [-4.005166, 0.513767, 3.669529], [-5.517522, -0.144533, 1.905143], [-5.735452, -1.180042, 5.040019], [-5.332574, -1.936930, 3.555071], [-6.980121, -1.104569, 3.773592], [-6.038792, 1.051712, 3.507990], [-3.313760, 1.027773, 2.961382], [-3.453327, -0.359721, 4.007307], [-4.081942, 1.221499, 4.532464], [-5.287723, 0.648370, 1.395766], [-6.585883, 3.165075, 0.588831], [-5.190102, 3.687802, 0.855430], [-5.081145, 4.811232, 1.959956], [-4.364646, 2.613544, 1.309340], [-6.598285, 2.438810, -0.224111], [-7.192925, 4.038252, 0.346634], [-6.942826, 2.719629, 1.535244], [-4.658190, 4.094451, 0.012197], [-5.576500, 5.740894, 1.638685], [-4.010491, 5.024514, 2.116621], [-5.443148, 4.430390, 2.928248], [-3.557694, 2.531241, 0.846583], [-2.797195, -3.141461, -3.053717], [-4.346897, -3.204606, -2.854200], [-4.957052, -3.438076, -4.172319], [-4.616386, -4.265161, -1.968634], [-2.405810, -3.004787, -2.043424], [-2.450516, -2.391875, -3.781580], [-2.464386, -4.088023, -3.469046], [-4.677862, -2.239127, -2.419079], [-4.677735, -4.382622, -4.627355], [-4.735307, -2.583792, -4.860154], [-6.050030, -3.558175, -4.018107], [-3.800121, -4.283245, -1.443735]],
  "atomic_forces_ev_per_a": [[-0.15, 1.03, 0.53], [-0.92, -0.98, -0.64], [0.32, 0.00, 1.31], [-0.25, -0.04, -2.81], [-0.79, -0.57, 0.29], [0.67, -0.76, 0.57], [0.64, 1.59, 0.76], [-1.24, -1.34, 0.49], [-0.71, -0.33, -0.82], [1.27, 0.22, 0.28], [-0.41, -0.69, -1.34], [-0.24, 1.36, -0.20], [1.74, -0.52, -0.99], [-0.35, 0.20, 0.76], [2.89, 2.95, -1.34], [-1.74, -1.91, 1.48], [0.15, -0.01, -0.26], [0.37, 0.49, 0.64], [0.55, 0.36, -0.36], [-0.04, 0.06, 0.18], [-0.85, -0.50, -0.33], [-0.48, 0.03, 0.20], [0.19, -0.73, 1.32], [-0.71, 0.31, 0.40], [-0.01, 0.67, 0.18], [-0.25, -0.62, 0.05], [1.09, -0.90, 0.56], [0.47, -0.89, -1.39], [0.25, 1.79, 3.27], [-0.14, -0.84, -1.65], [-0.34, -2.09, -1.22], [0.05, 0.68, -0.01], [1.70, 0.07, 2.16], [-1.09, 2.16, 0.59], [-0.43, -1.02, -1.51], [-0.69, 1.84, 1.21], [0.31, -0.47, 0.25], [-0.57, 0.62, -1.59], [-0.35, 0.41, 1.74], [0.10, 0.24, 0.05], [-0.16, 0.26, 0.23], [-0.33, 0.37, -0.47], [-0.05, -0.19, -1.02], [-0.21, 0.00, -0.27], [0.46, -1.07, -0.62], [0.30, -0.35, 0.27], [0.47, -0.88, -0.70], [-0.39, 0.08, -0.11], [0.94, 0.70, 1.90], [0.78, -0.27, -0.29], [-0.02, 0.19, -0.45], [-2.89, 0.81, 0.99], [-0.30, -0.85, -3.36], [1.19, -0.44, 0.84], [1.57, 0.36, 1.25], [-0.64, -0.01, -0.44], [0.83, -1.23, -0.72], [-0.04, 0.29, -0.34], [-1.68, 0.79, 0.25], [-0.52, -0.63, -1.62], [-1.44, 0.50, 0.39], [-0.01, 0.39, 1.72], [-1.63, 2.06, 1.97], [2.82, -2.13, -1.64], [0.08, -0.16, 0.23], [-0.47, -0.30, -0.91], [-0.12, 0.08, 0.48], [-0.46, 0.27, -0.08], [0.16, 0.03, 0.20], [0.01, -0.30, -0.15], [1.09, -0.21, 0.61], [0.51, -0.30, -0.76], [-0.36, 0.12, -1.47], [-1.82, 0.60, -0.81], [-0.97, 0.03, 0.04], [1.02, -0.81, 0.74], [-0.74, -0.36, 0.02], [1.05, -0.89, 1.75], [0.35, 0.53, 1.12], [0.28, -0.07, -0.60], [-1.61, 0.22, 0.83], [2.26, 0.63, 1.02], [-0.56, -1.06, 0.89], [0.76, 0.13, -1.37], [-0.54, -0.59, 0.03], [0.25, 0.17, -2.55], [0.42, 0.22, 0.65], [0.35, -0.06, 0.22], [-0.71, 0.28, 0.62], [0.72, -0.28, 0.58], [0.37, 0.46, -0.94], [0.25, 0.44, -0.98], [0.41, -0.44, 0.12], [-1.13, 0.30, -0.06], [-0.19, -0.04, -0.01], [0.19, 0.35, -0.06], [-1.72, 0.06, -0.06], [0.85, 0.56, -0.22], [0.96, 0.46, 1.19], [0.90, 0.75, 2.16], [-2.82, -2.22, -1.56], [1.23, 0.56, 0.78], [0.10, 0.84, 0.70], [0.38, 0.12, -0.02], [0.95, 0.25, 0.12], [1.02, 0.03, -1.34], [0.93, 0.31, 1.98], [-2.40, -1.00, -1.53], [-0.63, -0.01, 0.63], [-0.46, -0.34, -1.80], [2.62, 1.02, 0.01], [-2.49, -1.08, -0.31], [0.59, -0.07, 0.21], [-0.73, -0.51, -0.02], [0.44, 0.00, -0.26], [-0.75, -0.32, -0.07], [-0.31, 0.09, 0.09], [0.26, 0.29, -0.24], [0.39, 0.10, 0.10], [0.71, 0.57, -0.60], [0.18, 1.48, 0.92], [0.86, -0.92, -0.93], [-2.18, -0.40, 0.33], [1.29, -0.06, -0.10], [0.07, -0.58, -0.11], [1.65, -0.50, -1.19], [0.52, 2.02, 1.83], [-0.80, -1.07, -0.28], [0.47, 0.88, 0.18], [1.10, -0.63, -1.14], [-0.20, -0.45, 0.23], [-0.12, 0.44, -0.04], [-0.97, -0.98, -0.15], [0.02, 1.03, 1.03], [1.00, 1.53, 0.20], [-1.24, -1.64, -1.38], [-0.60, -0.29, 0.28], [0.30, -0.11, -0.10], [0.11, -0.08, -0.29], [-0.87, 0.01, 0.16], [-0.52, -0.12, -0.32], [-0.23, 0.02, 0.03], [-0.16, 0.13, 0.92], [0.46, 0.35, 0.10], [1.81, 1.01, -0.76], [-0.81, 0.11, -0.39], [-1.67, -1.16, 1.06], [1.05, 1.07, -1.29], [1.98, -1.16, 1.15], [-1.30, -0.56, 1.24], [1.40, 0.37, 0.81], [-1.44, -0.08, -0.88], [-1.11, -0.41, 1.13], [0.21, -0.28, 0.20], [-1.49, 0.71, -1.27], [0.25, -0.75, 1.28], [-0.22, 0.74, -0.76], [-0.22, -1.29, -0.37], [-0.24, 0.61, -0.06], [-0.58, 0.14, -1.02], [-0.10, -0.08, -0.90], [-0.13, 0.02, -0.10], [0.25, 0.26, 0.40], [0.66, 0.40, 0.17], [1.03, 0.17, 0.17], [0.27, -0.32, 0.04], [0.18, 0.36, -0.15], [0.14, -0.09, 0.05], [-0.93, 0.64, -0.76], [-0.72, -1.25, 0.72], [0.52, -0.36, -0.78], [-0.58, 1.50, 0.76], [-0.64, -0.50, -0.36], [1.12, 0.74, -0.34], [0.13, 1.68, 0.80], [0.20, -0.37, -0.29], [-0.14, -0.87, 0.86], [1.40, -0.64, -1.76], [-2.11, -1.49, 2.05], [-0.91, 1.49, -1.34], [-0.91, -0.38, -0.44], [1.12, -0.33, 0.24], [1.56, 0.12, -0.71], [-0.88, -0.22, 0.21], [0.05, 0.17, 0.33], [0.57, 0.25, -0.36], [-0.08, -0.12, 0.37], [-0.23, -0.59, 0.24], [-0.57, -0.70, 0.37], [1.01, 1.89, -0.51], [0.54, -1.04, 0.36], [0.57, 0.31, 0.30], [-0.79, -0.94, -0.71], [0.32, 0.03, 0.62], [1.97, 0.52, -0.79], [1.05, -1.58, 0.55], [-0.64, 0.73, 0.01], [0.46, 0.51, -0.41], [0.49, -0.86, 1.10], [-0.72, 0.50, -0.62], [-0.79, 0.76, -0.67], [-0.01, -0.88, 0.62], [-0.33, 0.49, -0.32], [-0.32, 1.12, 1.82], [-0.15, -0.56, -0.92], [-0.53, -0.31, 1.63], [1.70, -0.40, -0.32], [-1.86, 1.47, -0.87], [0.00, 0.59, -0.22], [-0.34, 0.17, 0.20], [-0.97, 0.23, -0.62], [0.01, -0.27, 0.40], [0.61, -0.41, 0.26], [0.69, -0.95, 0.21], [-0.02, -0.12, -0.75], [0.11, 0.31, -0.39], [-0.67, 0.16, 0.17], [-0.59, 1.04, 0.64], [0.45, -0.88, 0.34], [1.14, -1.43, -1.21], [0.15, -0.36, -0.70], [-0.22, -0.13, 0.58], [0.62, 0.01, 0.09], [-0.38, -0.06, -0.16], [0.04, 0.43, -0.05], [0.00, 0.42, -0.65], [0.44, 0.18, 0.44], [-0.91, 0.53, 0.30], [1.14, 0.63, 0.07], [0.50, -1.09, 1.06], [1.00, -0.76, -0.53], [0.20, 1.91, 1.35], [-0.18, -0.52, -0.56], [-0.17, -0.25, 0.46], [-0.39, 0.47, -0.22], [-0.04, -0.47, -0.17], [-0.42, 0.39, 0.00], [-0.50, 0.01, 0.12], [-0.06, 0.57, -0.67], [-1.23, -1.44, -0.96], [-0.74, 0.45, -0.84], [1.17, -0.23, 0.99], [-0.59, -0.51, -0.14], [0.05, 0.09, 0.82], [-0.25, -0.38, -0.06], [0.48, -0.33, -0.38], [0.15, 0.45, 0.00], [-0.45, 0.14, -0.24], [-0.02, -0.49, 0.19], [0.49, 0.06, 0.44], [-0.12, -0.16, 0.00], [-0.12, 1.10, -0.84], [-0.12, 0.19, -0.71], [-1.10, -0.62, -1.22], [0.52, 2.16, 0.40], [0.73, -0.92, 0.00], [0.42, 0.29, -0.18], [-0.96, -0.30, 0.60], [0.45, -0.37, -0.21], [0.52, 0.36, 0.40], [-0.67, -1.07, 0.96], [0.92, -0.72, -0.06], [-0.67, 0.46, -0.23], [0.00, 0.49, 0.33], [-0.11, 1.24, 1.02], [-2.78, 0.82, -0.04], [2.61, 1.23, 1.36], [0.11, 0.02, -0.70], [-0.06, 0.50, -0.31], [-0.20, -0.68, -0.61], [0.31, -0.68, -0.12], [0.66, -1.20, -0.17], [-1.04, -0.37, 0.09], [0.12, -0.25, 0.11], [0.21, -0.61, -0.38], [-0.03, 0.08, 0.33], [0.45, 0.57, 0.60], [1.31, 0.83, 1.32], [0.10, -0.78, -0.56], [-1.78, -0.84, 1.34], [-0.08, 0.00, 0.07], [-0.34, -0.21, -0.10], [-0.08, 0.04, -0.52], [-0.36, 0.24, -0.90], [-0.02, -0.34, 0.31], [-0.35, -0.03, -0.24], [-0.25, 0.25, -0.37], [1.30, 0.34, -1.09], [-0.85, 0.08, 0.31], [2.12, 1.11, -0.64], [-2.09, 0.31, -0.95], [0.78, 0.05, 0.50], [0.69, 0.25, -0.19], [-0.30, 0.15, 0.60], [0.02, -0.35, 0.16], [-0.02, -0.37, -0.14], [0.53, -0.09, -0.01], [-0.33, -0.70, 0.48], [0.36, 0.38, -0.40], [-0.62, -0.50, 0.44]],
  "mulliken_charge": [-0.0540, -0.8377, -0.9427, 0.7320, -0.4612, -0.3978, 0.6553, -0.6046, 0.6970, -1.0979, -0.4702, -0.6892, -0.6742, 0.4446, 0.6049, -0.7437, 0.4078, 0.6057, 0.5900, 0.4125, 0.6723, 0.3772, 0.3443, 0.4575, 0.6411, 0.0954, -0.5821, -0.0043, 0.1980, -1.2481, 0.4691, -0.7178, 0.0605, -0.7841, -0.6991, -0.4079, -0.5319, 0.3791, 0.6082, -0.7142, 0.0815, 0.1115, 0.4816, 0.8083, 0.6041, 0.4882, 0.3406, 0.4898, -0.2993, -0.7496, -0.5863, 0.0348, 0.7650, -1.0591, 0.1996, -0.6902, 0.9445, -1.2133, -0.4336, 0.4286, -0.2343, -0.1547, 1.1864, -0.7284, 0.3586, 0.3832, 0.6132, 0.4709, 0.5756, 0.4948, 0.1752, -0.2288, -0.2859, -1.0777, 0.1877, 0.6489, 0.9244, -0.8954, -0.4110, -0.6246, 0.4109, -0.1462, -0.4847, -1.6309, -0.8207, 1.5591, -0.6057, -0.3560, -0.0276, 0.8274, -0.1016, 0.6759, -0.0197, 0.2510, 1.0569, 0.6958, -0.7440, -0.4578, -0.6957, 0.4397, 0.7959, -0.8562, 0.4502, -0.6710, 0.4039, -1.1672, -0.3867, -0.3868, -0.7858, 0.5304, -0.4019, -0.4094, 0.3879, 0.4536, 0.9067, 0.5336, 0.4690, 0.3606, 0.4735, 0.7151, -0.9879, -0.7162, -0.6372, 0.9731, 0.5536, -0.9897, 0.2212, -0.6731, 0.3712, -0.3321, -0.6710, -0.9024, -0.4284, 0.4030, 0.5290, -0.8141, 0.4545, 0.4547, 0.4864, 0.6780, 0.5809, 0.2680, 0.3635, 0.8361, -0.8507, -1.8237, -0.0250, 0.0324, 0.6613, 0.0865, 0.2423, -0.7331, 1.0671, -1.3167, -0.1466, -0.6481, -0.8660, -0.4484, 0.2722, -0.7235, 0.4964, 0.7977, 1.0866, 0.2705, 0.8993, 0.5202, 0.5748, 0.5162, 0.3875, -0.5748, 0.0879, -0.2188, 0.0581, -0.7756, 0.6560, -0.7081, 0.5217, -0.7279, -0.8159, -0.3982, -0.7203, 0.8575, 0.0543, -0.6037, 0.2859, -0.1577, 0.4929, 0.7002, 0.3811, 0.5141, 0.3209, 0.4058, -0.8202, -0.6343, -0.3809, 0.6624, 0.2825, -0.7807, 0.1434, -0.3627, 0.1463, -0.6379, -0.2410, -1.1570, -0.4210, 0.7480, 0.3163, -0.7264, 0.4756, 0.4312, 0.4007, 0.5314, 0.2453, 0.4953, 0.7872, 0.5659, -1.3331, 0.2035, 0.4205, -0.4659, 0.3263, 0.1682, 0.4585, 0.1989, 0.1956, -0.5543, 0.1593, 0.2955, -1.6935, 2.0791, -1.0735, -0.6421, 0.3665, 0.2752, 0.4910, -0.7692, 0.2268, 0.1972, 0.2784, 0.2914, -1.5370, 1.0528, -1.0166, -0.2054, 0.1821, 0.4926, 0.2724, -0.1982, 0.4385, -0.3817, 0.7480, -0.2044, -1.3830, 0.8829, 1.3110, -0.6232, 0.3177, 0.0987, 0.5713, 0.0834, -0.5080, -0.3332, -0.5580, 0.2370, -1.7587, 0.6721, -0.5253, 0.2552, 0.3456, 0.3045, 0.3301, 0.1559, -0.1992, 0.2201, 0.4278, -0.3531, -1.0722, 1.2899, -1.5224, 0.7808, 0.0192, 0.6319, 0.1641, -0.1774, 0.3689, 0.2515, 0.3223, -0.9358, -0.8632, 1.8421, -1.3051, -0.6408, 0.1972, -0.2098, 0.4530, -0.6259, 0.4280, 0.2270, 0.2170, 0.2337],
  "orbital_gap_ev": 8.01
}